C8H23NNaO8S | ωB97M-V/def2-TZVPD

Element x y z (Å)
Na: 0.089 0.214 0.249
S: 1.576 -2.082 2.758
O: 2.094 -1.234 3.830
O: 0.949 -3.366 3.158
O: 0.629 -1.285 1.886
O: 2.669 -2.594 1.866
C: -2.556 -1.496 2.760
O: -1.669 -0.425 2.576
H: -3.595 -1.354 2.443
H: -2.247 -2.383 2.195
H: -2.489 -1.732 3.826
H: -0.746 -0.754 2.363
C: -0.878 3.598 1.269
O: -0.695 2.236 1.592
H: -1.902 3.761 0.903
H: -0.853 4.189 2.189
H: -0.213 4.020 0.520
H: -1.134 2.061 2.431
C: 3.520 -0.165 0.350
O: 2.544 0.571 -0.366
C: 2.705 0.402 -1.757
C: 1.637 1.179 -2.535
N: 0.256 0.825 -2.214
C: -0.089 -0.477 -2.805
C: -1.565 -0.778 -2.493
O: -1.829 -0.622 -1.113
C: -3.210 -0.671 -0.845
H: 4.537 0.143 0.057
H: 3.481 -1.251 0.243
H: 3.498 0.013 1.423
H: 2.736 -0.682 -1.907
H: 3.675 0.847 -2.017
H: 1.796 1.077 -3.619
H: 1.860 2.230 -2.338
H: -0.350 1.581 -2.504
H: 0.604 -1.259 -2.501
H: -0.037 -0.403 -3.901
H: -1.919 -1.769 -2.791
H: -2.105 -0.014 -3.069
H: -3.860 -0.088 -1.501
H: -3.344 -0.355 0.192
H: -3.570 -1.707 -0.805

Summary:
HOMO-LUMO gap = 4.33 eV
Net charge = -1
HOMO level = -2.782 eV
ΔE to the lowest compared entry with this formula, charge and spin = 19.1 kcal per mole



C8H24B3BrN2O5 | ωB97M-V/def2-TZVPD

Element x y z (Å)
C: -0.288 0.973 -3.151
C: -1.066 -0.344 -3.400
C: -2.222 -0.672 -2.400
C: -2.165 0.036 -1.036
N: -1.199 -0.606 -0.084
B: -0.026 0.245 0.152
O: -0.041 1.595 0.568
B: 0.659 1.588 1.815
N: 0.005 2.104 3.030
O: 1.962 1.057 1.920
B: 2.051 -0.120 1.138
Br: 3.388 -1.454 1.759
O: 1.277 -0.341 -0.001
H: 0.056 1.363 -4.120
H: 0.616 0.769 -2.554
H: -0.856 1.766 -2.651
H: -1.513 -0.287 -4.408
H: -0.393 -1.214 -3.445
H: -2.219 -1.757 -2.206
H: -3.184 -0.448 -2.886
H: -3.152 -0.087 -0.576
H: -2.030 1.128 -1.094
H: -1.688 -0.644 0.806
H: -0.580 1.376 3.430
H: -0.654 2.811 2.712
C: -5.681 2.759 1.275
C: -4.998 2.868 -0.075
O: -4.768 1.577 -0.637
H: -5.073 2.169 1.963
H: -5.849 3.745 1.711
H: -6.645 2.251 1.181
H: -4.029 3.356 0.026
H: -5.608 3.454 -0.771
H: -5.621 1.147 -0.738
C: 6.412 -3.669 0.616
C: 7.444 -3.657 1.728
O: 7.052 -2.777 2.778
H: 6.273 -2.665 0.212
H: 6.716 -4.335 -0.194
H: 5.441 -4.000 0.993
H: 8.405 -3.307 1.352
H: 7.581 -4.662 2.140
H: 6.211 -3.088 3.120

Summary:
HOMO-LUMO gap = 9.83 eV
Net charge = 0
HOMO level = -9.703 eV



C8H24BrN2O2 | ωB97M-V/def2-TZVPD

Element x y z (Å)
C: 2.704 1.912 0.824
C: 2.310 0.443 1.119
C: 2.676 0.031 2.574
O: 2.209 -1.269 2.852
C: 3.015 -1.978 3.813
N: 0.775 0.213 0.820
H: 0.202 -0.567 1.108
H: 0.277 1.058 1.063
H: 0.605 0.114 -0.170
H: 3.783 2.038 0.730
H: 2.451 2.650 1.585
H: 2.313 2.232 -0.142
H: 2.737 -0.294 0.439
H: 2.103 0.734 3.180
H: 3.763 0.088 2.635
H: 2.927 -3.061 3.726
H: 2.595 -1.735 4.789
H: 4.082 -1.797 3.689
C: -0.323 -0.953 -1.635
C: -1.653 -0.210 -1.387
C: -2.263 0.286 -2.644
O: -3.447 0.881 -2.207
C: -3.969 1.790 -3.158
N: -2.587 -1.180 -0.685
H: -3.431 -0.705 -0.399
H: -2.769 -2.016 -1.222
H: -2.217 -1.392 0.230
H: -0.423 -1.940 -2.087
H: 0.237 -1.036 -0.703
H: 0.440 -0.451 -2.231
H: -1.527 0.643 -0.720
H: -2.422 -0.520 -3.360
H: -1.589 0.919 -3.221
H: -4.858 2.340 -2.851
H: -4.381 1.254 -4.013
H: -3.258 2.557 -3.464
Br: -1.084 -1.079 1.126

Summary:
HOMO-LUMO gap = 9.85 eV
Net charge = +1
HOMO level = -12.244 eV
ΔE to the lowest compared entry with this formula, charge and spin = 170.5 kcal per mole



C8H24ClO4 | ωB97M-V/def2-TZVPD

Element x y z (Å)
Cl: 30.843 18.389 33.325
C: 34.825 21.765 32.845
C: 33.649 20.824 32.550
O: 33.823 19.508 33.333
H: 34.855 22.557 31.943
H: 35.835 21.205 32.964
H: 34.701 22.198 33.831
H: 33.563 20.804 31.677
H: 32.802 21.259 32.804
H: 33.065 18.888 33.388
C: 27.925 20.239 37.125
C: 28.794 19.567 36.149
O: 29.350 20.535 35.236
H: 27.246 19.496 37.673
H: 27.154 20.834 36.493
H: 28.361 20.990 37.835
H: 28.502 18.680 35.822
H: 29.699 19.036 36.670
H: 29.992 20.035 34.894
C: 30.194 13.305 32.071
C: 30.608 14.767 32.498
O: 29.824 15.774 31.783
H: 30.633 12.543 32.724
H: 30.410 13.109 31.121
H: 28.964 13.471 32.198
H: 31.750 14.893 32.409
H: 30.348 14.790 33.562
H: 30.298 16.511 32.212
C: 32.922 14.577 36.585
C: 32.238 15.717 35.915
O: 33.091 16.167 34.886
H: 32.945 13.813 35.650
H: 32.369 14.144 37.295
H: 33.987 14.835 36.960
H: 32.174 16.525 36.722
H: 31.073 15.472 35.608
H: 32.674 16.853 34.454

Summary:
HOMO-LUMO gap = 9.02 eV
Net charge = -1
HOMO level = -5.687 eV
ΔE to the lowest compared entry with this formula, charge and spin = 54.9 kcal per mole



C8H24ClO8Zn | ωB97M-V/def2-TZVPD

Element x y z (Å)
Zn: 2.498 -0.568 1.121
Cl: 0.307 0.132 0.467
C: 3.002 1.723 4.437
C: 2.478 0.351 4.450
O: 1.965 -0.072 3.163
O: 4.414 1.859 4.002
H: 2.958 2.110 5.455
H: 2.340 2.331 3.821
H: 1.653 0.133 5.128
H: 3.343 -0.276 4.670
H: 1.049 0.199 3.064
H: 4.862 2.259 4.751
C: 0.284 2.838 -2.146
C: 1.327 2.849 -3.268
O: 1.084 1.693 -4.127
O: -0.965 2.586 -2.690
H: 0.201 3.820 -1.680
H: 0.653 2.143 -1.391
H: 2.327 2.757 -2.844
H: 1.260 3.797 -3.803
H: 1.884 1.171 -4.215
H: -1.563 2.909 -2.013
C: -2.934 -1.792 1.975
C: -4.191 -2.535 2.511
O: -3.655 -3.603 3.181
O: -3.197 -0.568 1.304
H: -2.313 -2.353 1.276
H: -2.325 -1.435 2.805
H: -4.912 -2.900 1.779
H: -4.701 -1.929 3.259
H: -4.023 -4.399 2.790
H: -2.353 -0.113 1.356
C: -0.483 -1.933 -4.501
C: 0.114 -1.588 -3.144
O: -0.233 -0.278 -2.748
O: -0.527 -0.766 -5.363
H: -1.500 -2.320 -4.432
H: 0.154 -2.732 -4.882
H: 1.175 -1.832 -3.192
H: -0.184 -2.348 -2.422
H: -0.245 -0.240 -1.788
H: -1.031 -1.081 -6.117

Summary:
<S²> = 0.752
HOMO-LUMO gap (alpha / beta) = 8.34 / 7.23 eV
Spin multiplicity = 2
Net charge = 0
HOMO level (alpha / beta) = -8.176 / -8.792 eV



C8H24KO8S2 | ωB97M-V/def2-TZVPD

Element x y z (Å)
K: 1.452 -2.180 -0.386
C: 5.807 -4.205 -5.066
O: 5.023 -4.345 -3.876
H: 5.940 -5.233 -5.404
H: 5.249 -3.730 -5.873
H: 6.718 -3.645 -4.859
H: 5.270 -5.199 -3.516
C: 6.672 0.016 1.410
O: 5.857 -0.734 2.312
H: 6.263 0.043 0.400
H: 6.594 1.005 1.861
H: 7.712 -0.286 1.288
H: 5.878 -1.663 2.070
O: -1.218 -1.735 4.671
S: -2.545 -1.799 5.280
O: -3.709 -1.244 4.538
O: -2.887 -3.376 5.680
C: -1.780 -4.165 6.061
C: -2.011 -5.607 5.644
C: -2.537 -1.183 7.048
H: -1.862 -4.110 7.147
H: -0.812 -3.829 5.688
H: -2.569 -5.713 4.714
H: -2.554 -6.121 6.438
H: -1.050 -6.110 5.537
H: -1.619 -1.526 7.524
H: -3.412 -1.579 7.563
H: -2.507 -0.096 6.969
O: -1.193 3.557 -2.917
S: -2.275 4.469 -3.308
O: -2.434 5.724 -2.553
O: -2.066 4.905 -4.874
C: -2.457 6.193 -5.276
C: -2.296 6.500 -6.828
C: -3.901 3.642 -3.548
H: -1.804 6.813 -4.661
H: -3.477 6.320 -4.912
H: -1.358 6.082 -7.196
H: -2.419 7.580 -6.914
H: -3.106 6.112 -7.444
H: -4.065 3.354 -2.510
H: -3.818 2.742 -4.158
H: -4.695 4.357 -3.764

Summary:
HOMO-LUMO gap = 8.20 eV
Net charge = +1
HOMO level = -12.429 eV
ΔE to the lowest compared entry with this formula, charge and spin = 63.3 kcal per mole



Number 1: largest force on an atom 4.65 eV/Å. Number 2: largest force on an atom 2.62 eV/Å. Number 3: largest force on an atom 12.01 eV/Å. Number 4: largest force on an atom 14.13 eV/Å. Number 5: largest force on an atom 2.65 eV/Å. Number 6: largest force on an atom 3.82 eV/Å.